1.
{"formula": "C10H12NO2", "method": "ωB97M-V/def2-TZVPD", "de_lowest_kcal_mol": 73.35, "homo_lumo_gap_ev": 6.97, "charge": 1, "species": ["C", "C", "C", "C", "C", "C", "C", "C", "C", "C", "N", "O", "O", "H", "H", "H", "H", "H", "H", "H", "H", "H", "H", "H", "H"], "positions_angstrom": [[1.722, 2.177, -0.244], [2.079, 1.335, 0.839], [0.755, 1.819, -1.094], [1.504, 0.141, 0.898], [-0.055, 0.589, -0.948], [0.713, -0.452, -0.179], [-1.295, 0.632, -1.412], [-2.584, 0.163, -0.981], [0.869, -1.809, -0.523], [-3.018, -0.080, 0.299], [2.009, -2.453, 0.183], [-4.261, -0.291, 0.619], [-2.212, -0.148, 1.402], [2.030, 3.224, -0.165], [2.701, 1.685, 1.719], [0.420, 2.670, -1.620], [1.689, -0.387, 1.799], [-1.415, 1.584, -1.930], [-3.427, 0.038, -1.632], [0.570, -2.431, -1.403], [1.734, -3.495, 0.439], [2.215, -1.964, 1.153], [2.957, -2.402, -0.245], [-4.266, -0.522, 1.616], [-1.433, 0.377, 1.411]], "atomic_forces_ev_per_a": [[0.7, 1.2, 0.5], [0.5, 0.8, 1.3], [-0.3, -0.3, 0.8], [0.1, -1.3, 0.2], [2.9, -0.7, 0.6], [-0.4, -1.8, -1.2], [-2.0, 1.8, 0.4], [-0.9, -1.5, 1.4], [0.5, 2.5, -0.1], [3.1, 0.2, -0.5], [0.1, -1.8, 3.5], [-0.8, -0.9, 2.3], [-1.7, -0.8, 0.2], [0.2, -0.4, -0.6], [-0.8, -0.3, -1.3], [-0.9, 0.3, -1.3], [0.0, -0.9, 0.8], [-0.2, -0.4, -0.9], [0.0, 0.6, -0.8], [-0.2, 1.1, 1.0], [1.1, 2.5, -0.8], [-0.9, -1.1, -2.3], [-0.9, -0.3, -0.4], [-0.2, 0.6, -2.2], [1.1, 0.8, -0.6]], "lowdin_charge": [-0.09, -0.06, -0.02, -0.11, -0.17, -0.14, -0.02, -0.01, -0.02, -0.42, 0.11, 0.13, 0.11, 0.12, 0.15, 0.11, 0.09, 0.13, 0.12, 0.14, 0.22, 0.18, 0.18, 0.19, 0.09]}

2.
{"formula": "C10H12NO3", "method": "ωB97M-V/def2-TZVPD", "spin_multiplicity": 3, "homo_lumo_gap_ev": [6.00, 4.51], "charge": 1, "s_squared": 2.0206, "species": ["C", "C", "C", "C", "C", "C", "C", "C", "C", "C", "N", "O", "O", "O", "H", "H", "H", "H", "H", "H", "H", "H", "H", "H", "H", "H"], "positions_angstrom": [[2.594, -2.039, 0.259], [-3.732, 0.017, -0.045], [-3.259, 0.692, -1.160], [-2.879, -0.413, 0.930], [-1.959, 0.892, -1.334], [-1.494, -0.210, 0.778], [-1.048, 0.413, -0.369], [2.157, 1.842, 0.892], [0.476, 0.744, -0.486], [1.170, -0.383, -1.236], [2.588, -1.121, -0.583], [1.478, -2.549, 0.852], [0.868, -0.863, -2.343], [1.029, 0.974, 0.798], [3.652, -2.385, 0.397], [-4.748, 0.118, 0.056], [-4.033, 1.076, -1.810], [-3.091, -0.968, 1.915], [-1.524, 1.334, -2.279], [-0.929, -0.654, 1.568], [2.753, 1.591, -0.016], [2.795, 1.414, 1.781], [1.835, 2.911, 1.013], [0.521, 1.667, -0.971], [1.675, -3.167, 1.559], [1.361, -1.553, -2.879]], "atomic_forces_ev_per_a": [[0.0, -0.1, 0.1], [0.4, 0.8, 0.4], [-1.0, 0.5, -1.3], [3.0, -1.8, 3.0], [1.9, 0.5, -2.6], [-3.4, -1.5, 1.2], [3.0, 1.3, 0.1], [1.4, -1.3, 0.3], [-0.5, -1.5, 1.1], [5.4, -1.1, 6.5], [-2.9, 3.0, -2.4], [0.5, 0.3, -0.2], [-2.1, -2.0, -5.8], [-1.5, -1.1, 0.2], [-1.2, -0.5, 0.7], [-2.4, -0.7, 0.6], [0.3, 0.1, -0.4], [-0.6, 1.0, -1.9], [-0.7, -0.2, 1.3], [1.1, 0.3, 0.0], [0.0, 1.0, 0.6], [-1.4, 1.3, -1.5], [0.5, -1.0, -0.1], [0.1, 1.7, -1.6], [0.3, -0.2, 0.1], [-0.2, 1.4, 1.7]], "lowdin_charge": [-0.31, 0.03, -0.02, 0.02, 0.03, 0.06, -0.03, -0.06, -0.24, -0.22, 0.14, 0.05, 0.11, -0.18, 0.15, 0.11, 0.14, 0.16, 0.17, 0.13, 0.09, 0.13, 0.10, 0.13, 0.11, 0.19]}

3.
{"formula": "C10H12NO4SeSiSn", "method": "ωB97M-V/def2-TZVPD", "de_lowest_kcal_mol": 22.63, "homo_lumo_gap_ev": 6.78, "charge": 1, "species": ["Sn", "O", "C", "O", "C", "C", "C", "C", "C", "N", "C", "O", "O", "H", "H", "H", "C", "Si", "C", "C", "Se", "H", "H", "H", "H", "H", "H", "H", "H", "H"], "positions_angstrom": [[-1.027, 0.086, -1.258], [0.180, 3.442, -3.263], [-0.022, 2.335, -2.855], [-0.856, 2.010, -1.871], [0.714, 1.149, -3.426], [1.781, 1.164, -4.300], [2.368, -0.057, -4.628], [1.890, -1.253, -4.094], [0.822, -1.184, -3.221], [0.290, -0.005, -2.927], [0.196, -2.318, -2.448], [0.509, -3.454, -2.659], [-0.672, -1.904, -1.532], [2.138, 2.109, -4.685], [3.216, -0.076, -5.300], [2.326, -2.216, -4.319], [-0.781, -1.813, 3.865], [-0.992, -0.005, 3.820], [-2.649, 0.725, 4.025], [0.474, 1.060, 4.000], [-1.056, 0.304, 1.078], [-0.755, -2.165, 4.903], [0.154, -2.103, 3.384], [-1.606, -2.310, 3.356], [-2.917, 0.783, 5.085], [-3.396, 0.117, 3.514], [-2.672, 1.732, 3.608], [0.713, 1.173, 5.063], [0.290, 2.051, 3.585], [1.339, 0.623, 3.502]], "atomic_forces_ev_per_a": [[0.8, -0.2, 0.6], [-0.1, -0.1, 0.2], [0.0, 0.2, -0.2], [-0.4, 0.3, -0.2], [0.2, -0.1, 0.0], [-0.1, 0.0, 0.0], [0.0, 0.0, 0.0], [-0.1, 0.0, 0.0], [0.1, 0.1, -0.1], [0.2, 0.0, 0.0], [0.0, -0.2, -0.1], [-0.1, 0.1, 0.1], [-0.3, -0.3, -0.2], [0.0, 0.0, 0.0], [0.0, 0.0, 0.0], [0.0, 0.0, 0.0], [0.0, -0.3, 0.2], [-0.2, -0.2, -0.9], [-0.2, 0.1, 0.1], [0.2, 0.2, 0.0], [0.0, 0.5, 0.3], [0.0, 0.0, 0.0], [0.0, 0.0, 0.0], [0.0, 0.0, 0.0], [0.0, 0.0, 0.0], [0.0, 0.0, 0.0], [0.0, 0.0, 0.0], [0.0, 0.0, 0.0], [0.0, 0.0, 0.1], [0.0, 0.0, 0.0]], "lowdin_charge": [1.09, 0.17, -0.52, -0.19, -0.14, 0.06, 0.03, 0.06, -0.14, 0.01, -0.53, 0.17, -0.19, 0.14, 0.13, 0.14, -0.20, 0.54, -0.21, -0.20, 0.32, 0.06, 0.05, 0.05, 0.06, 0.05, 0.05, 0.06, 0.05, 0.05]}

4.
{"formula": "C10H12NO5", "method": "ωB97M-V/def2-TZVPD", "de_lowest_kcal_mol": 89.33, "homo_lumo_gap_ev": 7.97, "charge": 1, "species": ["O", "C", "O", "C", "C", "C", "N", "O", "C", "C", "H", "H", "H", "H", "H", "H", "O", "C", "O", "C", "C", "C", "H", "H", "H", "H", "H", "H"], "positions_angstrom": [[3.758, -3.866, -2.666], [3.503, -3.302, -1.589], [4.461, -3.089, -0.542], [2.017, -2.765, -1.273], [1.769, -1.246, -1.526], [0.342, -0.718, -1.180], [-0.683, -1.633, -0.644], [-1.893, -1.051, -0.379], [-0.472, -3.036, -0.410], [0.913, -3.710, -0.714], [4.055, -2.426, 0.078], [2.561, -0.524, -1.911], [0.115, 0.389, -1.314], [-1.875, -0.808, 0.584], [-1.281, -3.713, 0.033], [1.143, -4.807, -0.521], [-1.776, 1.143, 2.967], [-1.593, 1.933, 2.078], [-0.971, 1.624, 0.905], [-0.823, 2.816, 0.121], [-1.874, 3.768, 0.641], [-1.962, 3.390, 2.105], [0.192, 3.201, 0.260], [-0.971, 2.582, -0.936], [-1.624, 4.817, 0.474], [-2.832, 3.567, 0.152], [-1.231, 3.932, 2.711], [-2.969, 3.532, 2.497]], "atomic_forces_ev_per_a": [[-0.9, 2.2, 4.5], [0.8, -1.2, -1.6], [-2.9, 0.5, -1.9], [-1.9, 1.2, 0.7], [-4.1, -2.5, 1.9], [2.6, -3.1, -0.1], [4.0, -0.7, -0.9], [0.1, -0.4, 0.8], [3.4, -0.3, -1.0], [-0.6, 5.0, -0.8], [0.6, -0.9, -0.5], [-1.3, -1.2, 0.6], [-0.2, -1.9, 0.4], [0.0, 0.0, -0.7], [0.9, 1.7, -0.8], [-0.6, 1.7, -0.3], [0.3, -0.1, -1.1], [-0.2, -0.2, 1.5], [-0.1, -0.4, 0.1], [0.3, 0.3, -0.5], [-0.3, 0.6, -0.2], [-0.2, 0.2, -0.4], [-0.1, -0.1, 0.0], [0.0, -0.2, 0.1], [0.0, -0.1, -0.1], [0.1, 0.0, 0.0], [-0.1, -0.1, 0.1], [0.3, -0.1, 0.3]], "lowdin_charge": [0.13, -0.38, 0.08, -0.02, 0.09, 0.11, -0.13, 0.05, 0.10, 0.10, 0.13, 0.14, 0.13, 0.15, 0.16, 0.14, 0.13, -0.47, -0.02, -0.17, -0.15, -0.07, 0.13, 0.12, 0.13, 0.13, 0.14, 0.14]}

Values of energy, in order: -593.10528, -668.21607, -3649.01421, -818.78434, all in Ha.